Entry 1:
{
  "formula": "C17H19Cl5N4PbSbSe4",
  "method": "ωB97M-V/def2-TZVPD",
  "elements": ["Pb", "Se", "Sb", "Se", "Se", "Se", "Cl", "C", "C", "C", "Cl", "C", "Cl", "C", "Cl", "C", "Cl", "N", "C", "C", "N", "C", "C", "H", "H", "H", "H", "H", "H", "H", "H", "H", "H", "H", "N", "H", "H", "H", "N", "C", "C", "C", "C", "C", "C", "C", "H", "H", "H", "H", "H"],
  "coordinates": [[0.15445, 0.05544, 0.07594], [-3.63405, 3.28871, -1.22873], [-1.32917, 2.97740, -1.86258], [-0.05667, 2.71823, 0.36319], [-1.11322, 0.75670, -3.04178], [-0.07350, 4.53840, -3.26243], [3.18722, 1.28167, 1.74392], [2.37995, 0.08616, 2.73414], [1.13020, -0.35199, 2.34614], [0.54250, -1.28823, 3.17520], [-1.03295, -1.92496, 2.73224], [1.13176, -1.76854, 4.34129], [0.33213, -2.92328, 5.34963], [2.39735, -1.30486, 4.69017], [3.17250, -1.88810, 6.11773], [3.03436, -0.37379, 3.87476], [4.61893, 0.17994, 4.29170], [1.96327, 1.38708, -4.15571], [2.87317, 2.21653, -3.32226], [2.66679, 1.76312, -1.89234], [2.78235, 0.32264, -1.67251], [2.26744, -0.55342, -2.71735], [2.43788, -0.02244, -4.14131], [1.86532, 1.76596, -5.09608], [0.96406, 1.39690, -3.74388], [2.56133, 3.25731, -3.41855], [3.89127, 2.07045, -3.69101], [1.66921, 2.10251, -1.60140], [3.35726, 2.27656, -1.22415], [3.71772, 0.07266, -1.38453], [1.19226, -0.68044, -2.56271], [2.72936, -1.53498, -2.62444], [1.83203, -0.60466, -4.83542], [3.47981, -0.02333, -4.47216], [-2.43821, 0.14679, 0.34541], [-2.80377, -0.18463, 1.22949], [-2.84086, -0.40002, -0.40850], [-2.74510, 1.11024, 0.20373], [-0.45906, -3.12952, -0.97127], [-1.11717, -3.41938, -1.86816], [-1.92698, -3.82326, -2.99019], [-1.97012, -3.03382, -4.13495], [-2.75085, -3.43377, -5.20607], [-3.48178, -4.61110, -5.13675], [-3.44206, -5.39280, -3.98981], [-2.66538, -5.00247, -2.91317], [-1.43284, -2.09745, -4.15722], [-2.79938, -2.81220, -6.08860], [-4.09309, -4.91645, -5.97543], [-4.02306, -6.30314, -3.93020], [-2.62889, -5.59807, -2.01106]],
  "charge": -1,
  "mol_weight_g_mol": 1101.432,
  "de_lowest_kcal_mol": 19.3,
  "fmax_ha_per_bohr": 0.0079,
  "homo_energy_ev": -4.3,
  "energy_ha": -13218.1730
}



Entry 2:
{
  "formula": "C3H4FNS2",
  "method": "ωB97M-V/def2-TZVPD",
  "elements": ["C", "C", "C", "H", "H", "H", "H", "N", "F", "S", "S"],
  "coordinates": [[0.44784, 0.41978, -0.09384], [0.06924, -0.79890, -0.90217], [-1.05468, -1.07748, -1.51307], [-1.22563, -0.47987, 2.44059], [-0.34717, 1.97896, 1.01581], [-1.84549, -0.39957, -1.63686], [-1.13055, -1.99629, -2.04492], [-0.50987, 1.02512, 0.69549], [1.02823, -1.75178, -0.80150], [-1.87736, 0.16905, 1.39056], [2.00795, 0.97011, -0.28900]],
  "mol_weight_g_mol": 137.204,
  "de_lowest_kcal_mol": 19.2,
  "fmax_ha_per_bohr": 0.0352,
  "homo_energy_ev": -8.8,
  "smiles": "C=C(F)C(=S)NS",
  "energy_ha": -1067.6489
}



Entry 3:
{
  "formula": "C11H12N2O2S",
  "method": "ωB97M-V/def2-TZVPD",
  "elements": ["C", "C", "C", "C", "C", "C", "C", "C", "C", "C", "C", "N", "N", "O", "O", "S", "H", "H", "H", "H", "H", "H", "H", "H", "H", "H", "H", "H"],
  "coordinates": [[3.40867, -0.35669, 0.52265], [2.79814, -0.43633, 1.77343], [2.67354, -0.18578, -0.58822], [1.39522, -0.42949, 1.76428], [1.32975, 0.07534, -0.55637], [0.59296, -0.12738, 0.61838], [-0.88704, 0.00988, 1.02047], [0.60035, 0.38314, -1.79584], [0.01591, -2.34511, -0.55432], [-3.02957, 2.32409, -0.63353], [-2.73371, 1.10547, 0.17849], [-0.10175, -0.78621, -2.29071], [-0.30769, -1.65037, -1.43640], [-1.49989, -0.48095, 1.95250], [-1.31124, 0.86865, 0.15998], [-0.64037, -3.32081, 0.61537], [4.43937, -0.43625, 0.38901], [3.32737, -0.52521, 2.64477], [3.07582, -0.10294, -1.53076], [0.79450, -0.64543, 2.67230], [-0.12253, 1.16030, -1.63716], [1.44197, 0.80479, -2.52104], [-4.14735, 2.42814, -0.65130], [-2.60132, 3.26557, -0.19516], [-2.46182, 2.09320, -1.54153], [-3.35665, 0.30980, -0.20612], [-3.10732, 1.32480, 1.17010], [0.41469, -4.32422, 0.65672]],
  "mol_weight_g_mol": 236.296,
  "de_lowest_kcal_mol": 126.8,
  "fmax_ha_per_bohr": 0.0883,
  "homo_energy_ev": -8.2,
  "energy_ha": -1084.3769
}



Entry 4:
{
  "formula": "C8H28N7O9",
  "method": "ωB97M-V/def2-TZVPD",
  "elements": ["N", "O", "O", "O", "C", "O", "H", "H", "H", "H", "C", "O", "H", "H", "H", "H", "C", "O", "N", "N", "H", "H", "H", "H", "C", "O", "N", "N", "H", "H", "H", "H", "C", "O", "N", "N", "H", "H", "H", "H", "C", "C", "C", "O", "H", "H", "H", "H", "H", "H", "H", "H"],
  "coordinates": [[-22.40651, -14.11162, -2.28885], [-21.69412, -14.90488, -1.65712], [-21.87645, -13.25019, -3.03734], [-23.64019, -14.10415, -2.12759], [-18.52959, -13.27934, -2.41638], [-18.82582, -14.60853, -2.01773], [-19.38696, -12.86295, -2.95224], [-18.29365, -12.60845, -1.58030], [-17.65131, -13.27975, -3.06203], [-19.77204, -14.63929, -1.82372], [-22.57578, -10.17437, -3.90799], [-23.14993, -10.69896, -2.72954], [-23.31353, -10.09639, -4.70979], [-22.17986, -9.16873, -3.72293], [-21.71537, -10.76889, -4.22507], [-22.75140, -11.56850, -2.58796], [-24.78769, -17.08492, -0.03671], [-25.50838, -17.82275, 0.62399], [-25.27954, -16.23697, -0.99334], [-23.41285, -17.09385, 0.07635], [-24.67249, -15.49433, -1.31167], [-26.27632, -16.13549, -1.01682], [-22.87326, -16.55058, -0.58232], [-23.03667, -17.28503, 0.98405], [-21.10982, -15.57303, -5.99210], [-21.11398, -16.19108, -7.04778], [-21.93242, -14.49719, -5.76330], [-20.29179, -15.89014, -4.93956], [-21.90708, -14.07748, -4.84764], [-22.50695, -14.13652, -6.49768], [-20.25688, -15.27126, -4.14699], [-19.69380, -16.68625, -5.02467], [-25.96784, -13.81140, -4.97689], [-26.83069, -13.83100, -5.84095], [-25.26738, -12.66877, -4.64801], [-25.54306, -14.90682, -4.28224], [-25.47244, -11.78004, -5.05906], [-24.76196, -12.65922, -3.77336], [-26.04057, -15.76592, -4.42013], [-24.65375, -14.92527, -3.81493], [-22.85183, -12.33014, 0.55495], [-22.47197, -11.62228, 1.86453], [-21.93792, -12.59469, 2.90523], [-21.47401, -10.62850, 1.60665], [-23.04056, -11.58996, -0.21821], [-23.71134, -12.96254, 0.77345], [-21.97328, -12.91664, 0.27354], [-23.35169, -11.08342, 2.21550], [-21.22477, -13.29739, 2.46449], [-22.72927, -13.19453, 3.35648], [-21.39813, -12.00500, 3.64659], [-20.64534, -11.07347, 1.40426]],
  "charge": -1,
  "mol_weight_g_mol": 366.352,
  "fmax_ha_per_bohr": 0.0226,
  "homo_energy_ev": -7.3,
  "energy_ha": -1382.1813
}



Entry 5:
{
  "formula": "C2H9N2S2",
  "method": "ωB97M-V/def2-TZVPD",
  "elements": ["C", "S", "S", "H", "H", "H", "H", "N", "C", "N", "H", "H", "H", "H", "H"],
  "coordinates": [[-2.56139, -0.65528, -1.16120], [-0.90251, -0.46513, -0.37498], [0.58879, -1.90610, -0.40726], [-3.14756, -1.11026, -0.37831], [-3.02932, 0.28969, -1.41408], [-2.49526, -1.24921, -2.05834], [0.99922, -1.74728, -1.68124], [0.24565, 1.93835, 1.89577], [1.31664, 1.91866, 1.14179], [1.36496, 1.58784, -0.12074], [-0.71199, 1.91594, 1.58736], [0.34902, 2.38017, 2.79458], [2.17514, 2.39566, 1.59625], [0.61000, 0.95671, -0.44921], [2.27920, 1.37222, -0.50496]],
  "charge": 1,
  "mol_weight_g_mol": 125.242,
  "de_lowest_kcal_mol": 15.3,
  "fmax_ha_per_bohr": 0.0243,
  "homo_energy_ev": -12.8,
  "energy_ha": -987.2369
}



Entry 6:
{
  "formula": "CH2NO3S",
  "method": "ωB97M-V/def2-TZVPD",
  "elements": ["C", "N", "O", "O", "O", "S", "H", "H"],
  "coordinates": [[-0.22583, -0.08290, -0.06108], [-1.56164, -0.35866, -0.43432], [-0.34452, -0.81310, -1.29087], [0.19287, 1.15975, -0.08095], [0.48077, -0.73575, 0.87537], [-2.41263, 0.96094, -0.77114], [0.24893, -1.71804, 0.85770], [-0.94149, 1.64550, -0.45706]],
  "charge": -1,
  "mol_weight_g_mol": 108.098,
  "de_lowest_kcal_mol": 75.1,
  "fmax_ha_per_bohr": 0.0762,
  "homo_energy_ev": -3.7,
  "energy_ha": -717.9218
}